[1]
The following is a DFT calculation (wB97M-V/def2-TZVPD) of a 3-piece molecular cluster, C21H43BN2O7PS2 overall in a non-equilibrium geometry.

Results
Total charge: +1
HOMO energy, eV: -12.13
Lowest unoccupied orbital energy, eV: -2.36
Gap between HOMO and LUMO, eV: 9.77

Geometry (Å):
C (3.553, -2.443, 0.751)
C (3.039, -0.961, 0.613)
B (1.607, -1.069, -0.050)
O (0.580, -1.600, 0.685)
C (1.430, -0.630, -1.579)
C (1.553, -1.888, -2.473)
C (0.283, -2.762, -2.531)
C (-0.994, -2.005, -2.122)
C (-2.237, -2.681, -2.653)
C (-2.229, -3.936, -3.224)
C (-3.425, -4.463, -3.633)
N (-4.608, -3.882, -3.574)
C (-4.616, -2.673, -3.024)
C (-3.470, -2.093, -2.561)
C (-0.880, -0.561, -2.580)
N (0.213, 0.199, -1.884)
P (-0.328, 1.199, -0.429)
C (-0.700, 2.835, -1.182)
C (-1.898, 0.539, 0.219)
C (-2.573, 1.586, 1.126)
H (2.801, -3.134, 0.354)
H (4.456, -2.622, 0.176)
H (3.662, -2.734, 1.795)
H (3.010, -0.468, 1.583)
H (3.717, -0.476, -0.087)
H (0.852, -1.584, 1.612)
H (2.289, -0.009, -1.819)
H (1.861, -1.548, -3.464)
H (2.414, -2.430, -2.083)
H (0.211, -3.147, -3.545)
H (0.451, -3.617, -1.878)
H (-1.049, -2.038, -1.028)
H (-1.322, -4.502, -3.337)
H (-3.401, -5.466, -4.052)
H (-5.555, -2.140, -2.936)
H (-3.550, -1.116, -2.093)
H (-1.816, -0.014, -2.547)
H (-0.611, -0.583, -3.640)
H (0.503, 0.905, -2.560)
H (-0.344, 3.640, -0.546)
H (-1.758, 2.960, -1.408)
H (-0.165, 2.950, -2.128)
H (-2.638, 0.250, -0.533)
H (-1.687, -0.356, 0.800)
H (-3.144, 2.290, 0.524)
H (-1.863, 2.113, 1.761)
H (-3.303, 1.081, 1.753)
O (3.997, -3.970, 4.046)
S (3.484, -4.068, 5.381)
O (2.831, -2.950, 5.988)
O (4.634, -4.592, 6.336)
C (5.883, -3.865, 6.369)
C (5.775, -2.558, 7.128)
C (2.434, -5.475, 5.508)
H (6.245, -3.708, 5.352)
H (6.592, -4.522, 6.867)
H (5.120, -1.854, 6.616)
H (6.758, -2.096, 7.223)
H (5.361, -2.724, 8.122)
H (2.938, -6.333, 5.072)
H (1.524, -5.248, 4.956)
H (2.203, -5.645, 6.556)
O (-1.127, 6.205, -2.238)
S (-2.318, 6.509, -1.501)
O (-3.401, 5.574, -1.448)
O (-2.861, 7.922, -1.958)
C (-3.123, 8.137, -3.365)
C (-4.385, 7.441, -3.835)
C (-1.885, 6.960, 0.146)
H (-2.256, 7.832, -3.953)
H (-3.231, 9.213, -3.482)
H (-4.282, 6.358, -3.790)
H (-4.604, 7.717, -4.866)
H (-5.231, 7.714, -3.205)
H (-1.082, 7.691, 0.113)
H (-1.554, 6.056, 0.652)
H (-2.764, 7.364, 0.640)

[2]
The following is a DFT calculation (wB97M-V/def2-TZVPD) of C21H43N2OP3STc as an isolated structure in a non-equilibrium geometry.

Results
Multiplicity: 4
Relative energy (zero: lowest compared OMol25 entry of this formula, charge and spin), kcal/mol: 86.3
Total charge: +4
HOMO energy (alpha / beta), eV: -19.68 / -19.71
Lowest unoccupied orbital energy (alpha / beta), eV: -13.60 / -15.64
Gap between HOMO and LUMO (alpha / beta), eV: 6.08 / 4.07

Geometry (Å):
Tc (0.126, 0.004, -0.034)
P (1.696, 0.801, 1.491)
P (-0.747, 1.866, -0.650)
P (1.940, -0.598, -1.278)
H (-1.071, -2.960, 0.774)
C (0.013, -2.868, 0.756)
C (0.723, -2.311, 1.757)
H (0.259, -1.824, 2.626)
C (1.281, 1.131, 3.254)
C (2.358, 2.475, 1.072)
C (3.325, -0.036, 1.747)
C (-2.442, 1.576, -1.258)
C (-0.992, 3.226, 0.509)
C (0.063, 2.637, -2.086)
C (2.943, -2.076, -0.777)
C (3.168, 0.703, -1.776)
C (1.569, -1.069, -3.011)
H (0.472, -3.370, -0.092)
H (1.813, -2.376, 1.821)
H (0.949, 0.212, 3.755)
H (0.503, 1.905, 3.330)
H (2.174, 1.498, 3.782)
H (1.561, 3.224, 1.080)
H (2.857, 2.479, 0.097)
H (3.097, 2.732, 1.844)
H (3.205, -1.096, 1.989)
H (3.829, 0.453, 2.592)
H (3.974, 0.065, 0.864)
H (-2.420, 1.393, -2.340)
H (-3.026, 2.484, -1.072)
H (-2.925, 0.735, -0.742)
H (-0.560, 4.117, 0.031)
H (-0.516, 3.049, 1.484)
H (-2.071, 3.333, 0.640)
H (-0.587, 3.477, -2.341)
H (0.122, 1.909, -2.905)
H (1.057, 2.981, -1.790)
H (3.468, -2.490, -1.647)
H (2.290, -2.854, -0.374)
H (3.692, -1.874, -0.008)
H (3.734, 0.366, -2.656)
H (3.896, 0.983, -1.012)
H (2.633, 1.611, -2.079)
H (2.539, -1.203, -3.508)
H (0.998, -0.308, -3.562)
H (1.008, -2.009, -3.062)
C (-1.761, -1.644, -2.931)
C (-2.721, -0.807, -3.522)
C (-3.209, -1.070, -4.784)
C (-2.717, -2.157, -5.533)
C (-1.789, -3.025, -4.927)
C (-1.306, -2.783, -3.639)
O (-1.431, -1.445, -1.597)
H (-0.778, -0.489, -1.494)
H (-3.153, 0.002, -2.917)
H (-4.014, -0.441, -5.184)
H (-3.083, -2.314, -6.559)
H (-1.483, -3.910, -5.467)
H (-0.615, -3.471, -3.161)
C (-1.664, -1.715, 4.382)
N (-1.785, -0.278, 4.268)
C (-1.823, 0.616, 5.321)
C (-1.988, 1.854, 4.808)
N (-1.995, 1.707, 3.424)
C (-1.841, 0.393, 3.079)
S (-1.909, -0.370, 1.539)
H (-2.225, -2.193, 3.580)
H (-0.615, -2.043, 4.343)
H (-2.087, -2.020, 5.352)
H (-1.776, 0.261, 6.338)
H (-2.103, 2.789, 5.291)
H (-2.109, 2.453, 2.752)

[3]
The following is a DFT calculation (wB97M-V/def2-TZVPD) of C21H43N2P3SSeTc as an isolated structure in a non-equilibrium geometry.

Results
Multiplicity: 4
Relative energy (zero: lowest compared OMol25 entry of this formula, charge and spin), kcal/mol: 11.6
Total charge: +4
HOMO energy (alpha / beta), eV: -19.85 / -20.26
Lowest unoccupied orbital energy (alpha / beta), eV: -14.60 / -15.04
Gap between HOMO and LUMO (alpha / beta), eV: 5.24 / 5.22

Geometry (Å):
Tc (-0.499, 0.006, 0.744)
P (-0.226, -1.887, -1.409)
P (0.604, -1.649, 1.926)
P (-0.381, 1.653, -0.976)
H (1.186, 1.348, 2.862)
C (0.410, 1.609, 2.125)
C (-0.964, 1.157, 2.315)
H (-1.205, 0.687, 3.281)
C (1.469, -1.930, -2.070)
C (-0.606, -3.608, -0.964)
C (-1.273, -1.547, -2.852)
C (1.278, -1.063, 3.537)
C (-0.528, -2.986, 2.522)
C (2.041, -2.649, 1.366)
C (-0.061, 3.407, -0.506)
C (-1.987, 1.872, -1.872)
C (0.842, 1.548, -2.350)
H (0.562, 2.615, 1.732)
H (-1.774, 1.842, 2.004)
H (1.478, -2.606, -2.936)
H (2.178, -2.274, -1.308)
H (1.788, -0.925, -2.370)
H (-0.700, -4.161, -1.911)
H (-1.548, -3.659, -0.392)
H (0.204, -4.046, -0.367)
H (-1.108, -2.377, -3.554)
H (-1.002, -0.587, -3.315)
H (-2.331, -1.538, -2.555)
H (1.445, -1.917, 4.207)
H (0.584, -0.372, 4.027)
H (2.232, -0.548, 3.366)
H (-0.078, -3.455, 3.409)
H (-0.665, -3.744, 1.740)
H (-1.504, -2.559, 2.794)
H (2.449, -3.218, 2.217)
H (2.830, -1.999, 0.957)
H (1.757, -3.381, 0.601)
H (-0.128, 4.057, -1.392)
H (0.949, 3.490, -0.087)
H (-0.780, 3.733, 0.256)
H (-1.881, 2.627, -2.669)
H (-2.763, 2.193, -1.162)
H (-2.322, 0.925, -2.312)
H (0.867, 2.501, -2.901)
H (0.600, 0.747, -3.056)
H (1.837, 1.351, -1.929)
C (4.710, 1.092, 0.118)
C (3.554, 1.522, 0.795)
C (3.486, 2.820, 1.305)
C (4.553, 3.712, 1.116)
C (5.710, 3.283, 0.445)
C (5.791, 1.976, -0.040)
Se (4.833, -0.690, -0.532)
H (4.598, -0.279, -1.920)
H (2.714, 0.836, 0.914)
H (2.609, 3.144, 1.869)
H (4.473, 4.734, 1.498)
H (6.544, 3.978, 0.310)
H (6.686, 1.631, -0.555)
C (-5.231, 1.077, 0.450)
N (-4.974, -0.130, -0.324)
C (-5.799, -0.676, -1.301)
C (-5.217, -1.811, -1.735)
N (-4.026, -1.954, -1.025)
C (-3.887, -0.914, -0.142)
S (-2.825, -0.753, 1.190)
H (-5.232, 0.869, 1.527)
H (-4.506, 1.865, 0.212)
H (-6.215, 1.442, 0.156)
H (-6.736, -0.187, -1.564)
H (-5.535, -2.556, -2.456)
H (-3.354, -2.709, -1.086)

Q: Number 2 is which compound?
A: C21H43N2OP3STc